# C17H48IOP2ScSi4

A structure of composition C17H48IOP2ScSi4 in a non-equilibrium geometry (ωB97M-V/def2-TZVPD, OMol25).

## Properties
Kohn-Sham gap (alpha / beta) = 6.0 / 5.3 eV
Net charge = +2
Highest occupied orbital energy (alpha / beta) = -13.72 / -13.57 eV

Element x y z (Å)
C (-0.1867, 0.1475, -4.3938)
I (0.6169, -0.5427, -2.3687)
H (0.7589, 0.2957, -4.8966)
H (-0.8512, 1.0017, -4.4769)
H (-0.6621, -0.7836, -4.7614)
Sc (-0.1438, 0.0571, 0.0055)
P (0.3430, 2.6077, -0.2911)
C (-1.2972, 3.4245, -0.5158)
C (1.1515, 3.7090, 0.9185)
H (1.1222, 4.7533, 0.5937)
H (1.1901, 4.2677, -1.8826)
H (2.2023, 3.4187, 1.0331)
H (2.2486, 2.8396, -1.7682)
H (-1.9520, 3.2158, 0.3402)
H (0.6907, 3.6387, 1.9043)
C (1.2090, 3.1724, -1.8093)
H (-1.1704, 4.5117, -0.6239)
H (0.7474, 2.7363, -2.7116)
H (-1.7850, 3.0270, -1.4166)
P (0.3658, -2.6425, 0.1387)
C (-1.2812, -3.4519, -0.0658)
C (1.2991, -3.4799, -1.2184)
H (2.1775, -3.4248, 1.5620)
H (0.9957, -4.7277, 1.2732)
H (0.6492, -3.4437, 2.4618)
C (1.1057, -3.6544, 1.4905)
H (2.3319, -3.1297, -1.2125)
H (1.2953, -4.5691, -1.0984)
H (-1.1711, -4.5454, -0.0475)
H (-1.7173, -3.1594, -1.0276)
H (0.8718, -3.2208, -2.1984)
H (-1.9761, -3.1462, 0.7255)
C (-2.1889, 0.2882, -0.0425)
O (-3.3335, 0.4309, -0.2000)
C (-0.5101, 3.8610, 4.0232)
Si (-1.2737, 2.1345, 4.2571)
C (-1.1399, 1.9651, 6.1555)
C (-3.1182, 2.3191, 3.8402)
Si (-0.4428, 0.3388, 2.9328)
Si (1.5784, 0.0618, 4.1402)
C (1.3953, -0.3514, 5.9863)
C (2.6602, -1.3115, 3.4341)
C (2.5640, 1.6715, 3.9874)
Si (-2.0099, -1.2279, 3.7882)
C (-2.6000, -1.0235, 5.5978)
C (-3.5913, -1.0817, 2.7418)
C (-1.4694, -3.0407, 3.7654)
H (-0.8389, 4.5137, 4.8456)
H (-0.8571, 4.3258, 3.0881)
H (0.5857, 3.8694, 4.0318)
H (-1.8570, 2.6687, 6.6136)
H (-1.3683, 0.9729, 6.5510)
H (-0.1435, 2.2515, 6.5137)
H (-3.2867, 2.3285, 2.7521)
H (-3.7458, 1.5279, 4.2754)
H (-3.4668, 3.2814, 4.2425)
H (0.7335, -1.2093, 6.1593)
H (2.3934, -0.6277, 6.3679)
H (1.0376, 0.4862, 6.5942)
H (2.7980, -1.2051, 2.3488)
H (3.6547, -1.2659, 3.9027)
H (2.2507, -2.3107, 3.6297)
H (2.9008, 1.8223, 2.9523)
H (2.0086, 2.5631, 4.2999)
H (3.4585, 1.5955, 4.6258)
H (-3.1399, -0.0838, 5.7846)
H (-3.2974, -1.8526, 5.8118)
H (-1.7694, -1.1014, 6.3146)
H (-3.4759, -1.5571, 1.7565)
H (-4.4080, -1.5945, 3.2751)
H (-3.8889, -0.0358, 2.5818)
H (-1.4084, -3.4561, 2.7502)
H (-0.5007, -3.1790, 4.2686)
H (-2.2105, -3.6376, 4.3197)